Record 1
# C2H8O2

A cluster of 2 separate species, C2H8O2 in total in a non-equilibrium geometry (ωB97M-V with the def2-TZVPD basis set, the Open Molecules 2025 dataset).

CARTESIAN COORDINATES (ANGSTROEM)
C -0.17214 1.64210 0.79345
O 0.38727 2.17930 1.99690
H 0.66897 1.25170 0.20352
H -0.72522 0.71286 0.92639
H -0.59711 2.52576 0.32693
H 0.21364 1.64898 2.76934
C 0.20128 -1.41153 -0.94745
O -0.63446 -2.49895 -1.29281
H 0.06647 -0.57029 -1.63789
H -0.06656 -1.09047 0.05290
H 1.25303 -1.71904 -0.96022
H -0.59516 -2.67041 -2.23107

Cartesian forces, eV/Å:
C 1.8 -0.2 0.5
O 0.1 0.2 0.0
H 0.0 0.5 -0.3
H -1.0 0.7 0.2
H -0.7 -0.6 -0.5
H -0.2 -0.4 0.1
C 0.2 -0.1 -0.5
O -0.4 -0.1 0.5
H 0.0 0.0 0.1
H 0.0 -0.1 0.0
H 0.0 0.2 0.1
H 0.1 0.0 -0.3

Its relative energy (zero: lowest compared OMol25 entry of this formula, charge and spin) is 101.0 kJ/mol. Its spin multiplicity is 1. The highest occupied orbital energy is -10.306 eV. As for the charge: 0. As for the electronic energy: -231.4238 Ha. The HOMO-LUMO gap is 0.40893 Eh. The value obtained for the LUMO energy is 0.82 eV.


Record 2
# C4H11NO

An isolated molecule of C4H11NO in a non-equilibrium geometry (ωB97M-V with the def2-TZVPD basis set, the Open Molecules 2025 dataset).

CARTESIAN COORDINATES (ANGSTROEM)
C 2.10188 -0.68023 -0.03431
C 0.80045 -0.27867 -0.78927
C -0.45171 -0.27541 0.11375
N -1.60701 -0.71841 -0.67642
C -0.68094 1.12366 0.68414
O -2.05548 1.43741 0.93602
H 1.86376 -1.02936 0.96901
H 2.88324 0.07184 -0.04229
H 2.52524 -1.59683 -0.44684
H 0.57713 -0.96888 -1.60020
H 1.05175 0.70018 -1.14363
H -0.31173 -0.98540 0.93409
H -2.37393 -0.07077 -0.53527
H -1.42054 -0.76101 -1.66691
H -0.31768 1.97074 0.10501
H -0.13217 1.24255 1.63397
H -2.45226 0.81857 1.55916

Cartesian forces, eV/Å:
C -0.5 -1.3 -0.2
C 0.9 -0.7 1.4
C 0.0 0.4 -1.3
N -0.3 0.1 0.3
C -0.2 0.5 1.6
O -0.1 0.0 -0.2
H 0.1 0.6 0.4
H -0.1 0.1 0.2
H 0.2 0.1 -0.4
H 0.4 0.1 -0.2
H -0.6 0.6 -0.7
H 0.0 0.0 0.0
H -0.1 -0.1 -0.1
H 0.1 0.1 0.0
H -0.1 -0.3 -0.7
H 0.0 -0.3 -0.1
H 0.3 0.0 0.1

Its relative energy (zero: lowest compared OMol25 entry of this formula, charge and spin) is 124.4 kJ/mol. Its spin multiplicity is 1. The highest occupied orbital energy is -9.197 eV. As for the charge: 0. As for the electronic energy: -288.9696 Ha. The HOMO-LUMO gap is 0.37604 Eh. The value obtained for the LUMO energy is 1.04 eV.


Record 3
# C11H14N3

The ion C11H14N3 with charge +1 in a non-equilibrium geometry (ωB97M-V with the def2-TZVPD basis set, the Open Molecules 2025 dataset).

CARTESIAN COORDINATES (ANGSTROEM)
C -0.38557 -2.57115 1.35441
N -0.56203 -2.06682 0.01045
C -0.49260 -0.82849 -0.42290
C -0.29355 -0.68172 -2.15432
C 1.13023 -1.13403 -2.05302
C 2.11281 -0.24572 -1.79767
C 1.83397 1.15265 -1.76711
C 0.61948 1.56994 -2.19546
N -0.35640 0.68043 -2.52220
N -0.28462 0.24501 0.34821
C 0.53754 0.34357 1.46801
C 0.33648 1.55198 2.04191
C -0.66129 2.23089 1.28498
C -1.00020 1.43673 0.24483
H 0.62872 -2.94951 1.50137
H -0.59246 -1.79369 2.08718
H -1.08148 -3.39543 1.50481
H -0.72238 -2.78321 -0.68798
H -0.89116 -1.26688 -2.99072
H 1.33139 -2.18858 -2.15148
H 3.13342 -0.57453 -1.67805
H 2.60454 1.85756 -1.51420
H 0.38541 2.61153 -2.35232
H -1.18951 1.01558 -2.98072
H 1.24648 -0.42469 1.69794
H 0.83288 1.92820 2.91333
H -1.06592 3.19848 1.50379
H -1.75415 1.56655 -0.50319

Cartesian forces, eV/Å:
C 0.0 -0.2 0.6
N 0.0 0.5 -0.2
C -1.1 -1.5 -2.6
C 0.0 -0.1 0.2
C 0.5 0.0 -0.4
C -0.4 -0.3 -0.2
C -0.3 0.5 0.0
C 0.8 0.1 0.1
N -0.4 0.1 -0.4
N 0.0 -0.1 0.2
C 0.4 0.1 0.5
C 0.1 -0.3 -0.1
C -0.1 -0.1 -0.3
C -0.4 0.5 0.1
H 0.0 0.1 0.0
H 0.0 -0.1 -0.1
H 0.0 0.1 0.0
H 0.0 0.2 -0.1
H 0.6 0.6 2.7
H 0.0 -0.1 0.0
H 0.1 -0.1 0.0
H 0.0 0.2 0.0
H 0.0 0.1 0.0
H 0.1 0.0 0.1
H 0.1 -0.2 0.0
H 0.2 0.0 0.1
H -0.1 0.2 0.0
H -0.1 0.0 -0.2

Its relative energy (zero: lowest compared OMol25 entry of this formula, charge and spin) is 124.6 kJ/mol. Its spin multiplicity is 1. The highest occupied orbital energy (alpha / beta) is -11.329 / -11.329 eV. As for the charge: +1. As for the electronic energy: -591.5123 Ha. The HOMO-LUMO gap (alpha / beta) is 0.28277 / 0.28275 Eh. The value obtained for the LUMO energy (alpha / beta) is -3.63 / -3.63 eV.